[1]
Entry from the OMol25 dataset: an isolated ion of composition C4H9FN and charge +1 in a non-equilibrium geometry (ωB97M-V/def2-TZVPD).

Output
Relative energy (zero: lowest compared OMol25 entry of this formula, charge and spin)   45.73 kcal/mol
Total energy   -312.103687 a.u.
Total charge   +1
SMILES string   C=C(F)C[NH2+]C
Strongest force on any atom   3.49 eV/Å

Atoms and positions in Å:
C 2.93 -0.91 -0.03
C 1.97 -0.02 -0.02
F 2.05 1.27 0.40
C 0.46 -0.16 -0.40
N -0.50 0.70 0.40
C -1.88 0.55 -0.13
H 3.86 -0.56 0.20
H 2.64 -1.92 -0.33
H 0.29 -0.05 -1.45
H 0.21 -1.18 0.05
H -0.53 1.75 0.21
H -0.15 0.51 1.44
H -2.24 -0.51 -0.04
H -2.57 1.12 0.45
H -1.84 0.94 -1.20

[2]
Entry from the OMol25 dataset: an isolated ion of composition C4H9FN and charge +1 in a non-equilibrium geometry (ωB97M-V/def2-TZVPD).

Output
Relative energy (zero: lowest compared OMol25 entry of this formula, charge and spin)   79.16 kcal/mol
Total energy   -312.050414 a.u.
Total charge   +1
SMILES string   CC(C)=[N+](C)F
Strongest force on any atom   4.39 eV/Å

Atoms and positions in Å:
C -0.99 1.39 -0.99
C -0.36 0.33 -0.25
C -1.32 -0.69 0.27
N 0.87 0.08 0.05
C 1.74 -0.95 0.60
F 1.76 1.12 -0.43
H -1.78 1.12 -1.55
H -0.26 2.02 -1.51
H -1.45 1.93 -0.17
H -2.17 -0.15 0.72
H -1.51 -1.51 -0.49
H -0.79 -1.20 1.22
H 2.38 -0.55 1.42
H 2.61 -1.13 -0.03
H 1.28 -1.82 1.15

[3]
Entry from the OMol25 dataset: the molecule C4H9FN2O in a non-equilibrium geometry (ωB97M-V/def2-TZVPD).

Output
Relative energy (zero: lowest compared OMol25 entry of this formula, charge and spin)   70.48 kcal/mol
Total energy   -442.290040 a.u.
SMILES string   [H]/N=C(\CO)NCCF
Strongest force on any atom   7.21 eV/Å

Atoms and positions in Å:
H 1.78 0.74 -2.18
N 1.53 0.65 -1.09
C 0.51 -0.28 -1.04
C -0.55 -0.76 -1.97
O -1.70 -0.48 -1.11
N 0.26 -0.75 0.30
C 0.72 -0.11 1.54
C -0.24 0.94 2.07
F -0.22 1.93 0.92
H -0.44 -0.41 -3.16
H -0.65 -1.93 -2.15
H -1.50 0.38 -0.86
H -0.70 -1.17 0.27
H 1.02 -0.92 2.41
H 1.64 0.21 1.07
H -1.43 0.54 2.01
H -0.03 1.45 2.98

[4]
Entry from the OMol25 dataset: an isolated ion of composition C4H9FN3 and charge +1 in a non-equilibrium geometry (ωB97M-V/def2-TZVPD).

Output
Relative energy (zero: lowest compared OMol25 entry of this formula, charge and spin)   93.10 kcal/mol
Total energy   -421.546650 a.u.
Total charge   +1
Strongest force on any atom   3.47 eV/Å

Atoms and positions in Å:
C -0.11 -0.82 -0.01
C -1.64 0.93 -0.21
C -2.47 -1.29 0.18
C 2.85 1.16 0.01
N -1.38 -0.32 -0.03
N 1.49 0.89 -0.24
N 1.09 -0.26 0.01
F -2.85 1.40 -0.20
H 0.04 -1.85 0.07
H -0.81 1.73 -0.21
H -2.04 -1.86 1.01
H -3.36 -0.65 0.14
H -2.33 -1.90 -0.78
H 3.40 0.17 0.05
H 3.37 1.73 -0.78
H 2.92 1.98 0.84
H 1.81 -1.04 0.14

[5]
Entry from the OMol25 dataset: a 2-piece molecular cluster, C4H9FNOS overall in a non-equilibrium geometry (ωB97M-V/def2-TZVPD).

Output
Relative energy (zero: lowest compared OMol25 entry of this formula, charge and spin)   7.25 kcal/mol
Total energy   -785.437661 a.u.
Multiplicity   3
Total charge   +1
<S²>   2.010
Strongest force on any atom   3.42 eV/Å

Atoms and positions in Å:
C 1.52 -0.75 0.22
C 0.10 1.01 0.43
C 0.51 -0.90 -1.00
C -0.39 0.21 -0.71
N 1.49 0.66 0.56
O -0.11 -2.15 -1.04
F -2.31 1.07 1.80
S -2.01 -0.04 -1.08
H 1.00 -1.27 1.01
H 2.52 -1.10 -0.04
H -0.21 2.00 0.23
H -0.44 0.71 1.43
H 1.08 -0.90 -1.97
H -2.58 1.93 2.20
H 2.25 1.22 0.02
H 0.27 -2.68 -1.78
H -2.70 1.01 -0.28

[6]
Entry from the OMol25 dataset: the molecule C4H9FO in a non-equilibrium geometry (ωB97M-V/def2-TZVPD).

Output
Relative energy (zero: lowest compared OMol25 entry of this formula, charge and spin)   38.81 kcal/mol
Total energy   -332.837710 a.u.
SMILES string   CC(C)(F)CO
Strongest force on any atom   4.83 eV/Å

Atoms and positions in Å:
C 1.64 -0.41 -0.79
C 0.40 -0.03 -0.07
C -0.16 1.53 -0.28
F 0.83 -0.05 1.38
C -0.74 -0.92 -0.20
O -1.95 -0.30 0.05
H 2.27 0.47 -0.65
H 2.17 -1.34 -0.31
H 1.28 -0.55 -1.84
H 0.55 2.32 0.09
H -0.97 1.80 0.30
H -0.45 1.89 -1.22
H -0.74 -1.47 -1.29
H -0.72 -1.88 0.50
H -2.19 0.62 -0.36

[7]
Entry from the OMol25 dataset: a 2-piece molecular cluster, C4H9IN2 overall in a non-equilibrium geometry (ωB97M-V/def2-TZVPD).

Output
Relative energy (zero: lowest compared OMol25 entry of this formula, charge and spin)   39.08 kcal/mol
Total energy   -564.868928 a.u.
Strongest force on any atom   2.64 eV/Å

Atoms and positions in Å:
C 0.61 0.89 0.32
C 0.39 -0.23 -0.38
C 1.17 2.14 -0.25
C -1.94 -0.96 1.18
N -0.19 -2.41 -0.66
N -0.01 -1.40 0.19
I -2.93 0.47 0.01
H 0.39 0.89 1.38
H 0.57 -0.24 -1.46
H 2.10 2.39 0.26
H 1.36 2.04 -1.31
H 0.48 2.98 -0.09
H -1.63 -0.58 2.14
H -2.43 -1.92 1.18
H -0.45 -3.27 -0.20
H -0.67 -2.23 -1.54

[8]
Entry from the OMol25 dataset: the molecule C4H9N in a non-equilibrium geometry (ωB97M-V/def2-TZVPD).

Output
Relative energy (zero: lowest compared OMol25 entry of this formula, charge and spin)   64.16 kcal/mol
Total energy   -212.448933 a.u.
SMILES string   C1CCNC1
Strongest force on any atom   4.25 eV/Å

Atoms and positions in Å:
C -0.91 -0.58 0.75
C -0.90 0.87 0.22
C 0.61 1.06 -0.05
N 1.07 -0.07 -0.78
C 0.29 -1.21 -0.19
H -2.04 -1.23 0.65
H -0.57 -0.80 1.97
H -1.65 1.69 0.93
H -1.50 0.83 -0.89
H 1.13 1.02 0.96
H 0.96 2.01 -0.55
H 0.61 -0.05 -1.66
H -0.09 -1.95 -0.94
H 1.05 -1.83 0.59

[9]
Entry from the OMol25 dataset: the molecule C4H9N in a non-equilibrium geometry (ωB97M-V/def2-TZVPD).

Output
Relative energy (zero: lowest compared OMol25 entry of this formula, charge and spin)   24.26 kcal/mol
Total energy   -212.512511 a.u.
SMILES string   CC/C=C/N
Strongest force on any atom   2.57 eV/Å

Atoms and positions in Å:
C 1.24 -1.67 -0.25
C -0.22 -1.24 -0.17
C -0.32 0.27 -0.41
C -0.70 1.11 0.53
N -1.00 2.47 0.36
H 1.23 -2.75 -0.17
H 1.83 -1.13 0.51
H 1.96 -1.29 -1.00
H -0.83 -1.58 -1.01
H -0.65 -1.56 0.78
H -0.46 0.48 -1.47
H -0.73 0.82 1.58
H -0.72 3.06 1.13
H -0.62 3.00 -0.41

[10]
Entry from the OMol25 dataset: C4H9N as an isolated structure in a non-equilibrium geometry (ωB97M-V/def2-TZVPD).

Output
Relative energy (zero: lowest compared OMol25 entry of this formula, charge and spin)   108.94 kcal/mol
Total energy   -212.377563 a.u.
Strongest force on any atom   6.45 eV/Å

Atoms and positions in Å:
C -1.86 0.55 -0.33
C -0.54 0.16 0.26
C -0.06 -1.21 0.61
N 0.49 -0.42 -0.49
C 1.72 0.19 -0.64
H -2.60 0.70 0.47
H -1.77 1.49 -0.90
H -2.24 -0.23 -1.01
H 0.22 1.08 1.07
H -0.54 -2.13 0.26
H 0.46 -1.36 1.57
H 1.88 1.28 -0.57
H 2.16 0.13 0.92
H 2.65 -0.16 -1.10

[11]
Entry from the OMol25 dataset: a 3-piece molecular cluster, C4H9N overall in a non-equilibrium geometry (ωB97M-V/def2-TZVPD).

Output
Relative energy (zero: lowest compared OMol25 entry of this formula, charge and spin)   57.95 kcal/mol
Total energy   -212.458820 a.u.
Strongest force on any atom   1.53 eV/Å

Atoms and positions in Å:
C -1.50 -1.03 -0.25
C 0.68 2.01 1.11
C -0.70 -1.84 0.42
C 0.19 0.08 -1.73
N 1.16 -0.43 -2.12
H 1.95 -1.03 -2.29
H -2.05 -1.36 -1.12
H -1.80 -0.07 0.16
H 1.69 2.34 1.26
H 0.61 1.46 0.18
H 0.02 2.87 1.07
H -0.44 -2.83 0.05
H -0.19 -1.53 1.32
H 0.38 1.37 1.93

[12]
Entry from the OMol25 dataset: the molecule C4H9N in a non-equilibrium geometry (ωB97M-V/def2-TZVPD).

Output
Relative energy (zero: lowest compared OMol25 entry of this formula, charge and spin)   17.25 kcal/mol
Total energy   -212.523678 a.u.
SMILES string   C/C=C(\C)N
Strongest force on any atom   4.68 eV/Å

Atoms and positions in Å:
C -1.54 -1.18 -0.03
C 0.06 -1.05 -0.06
C 0.54 0.17 0.02
C -0.12 1.51 -0.01
N 2.05 0.14 -0.15
H -1.77 -2.25 -0.11
H -1.99 -0.66 -0.88
H -1.95 -0.82 0.91
H 0.60 -1.99 -0.07
H 0.36 2.18 0.70
H -0.04 1.96 -1.01
H -1.19 1.45 0.24
H 2.46 1.06 -0.05
H 2.50 -0.51 0.49

[13]
Entry from the OMol25 dataset: a 2-piece molecular cluster, C4H9N overall in a non-equilibrium geometry (ωB97M-V/def2-TZVPD).

Output
Relative energy (zero: lowest compared OMol25 entry of this formula, charge and spin)   97.54 kcal/mol
Total energy   -212.395737 a.u.
Strongest force on any atom   2.29 eV/Å

Atoms and positions in Å:
C 1.78 0.42 -0.29
C 1.09 -0.75 0.31
N 1.22 -1.74 1.00
H 1.35 1.35 0.07
H 2.83 0.37 0.02
H 1.71 0.39 -1.37
C -0.97 -0.58 -0.29
C -1.51 0.74 0.24
H -2.56 0.88 -0.02
H -0.96 1.58 -0.18
H -1.43 0.79 1.33
H -1.61 -1.42 0.03
H -0.88 -0.63 -1.37
H -0.06 -1.39 0.50

[14]
Entry from the OMol25 dataset: the molecule C4H9N in a non-equilibrium geometry (ωB97M-V/def2-TZVPD).

Output
Relative energy (zero: lowest compared OMol25 entry of this formula, charge and spin)   33.10 kcal/mol
Total energy   -212.498430 a.u.
SMILES string   CNC1CC1
Strongest force on any atom   1.73 eV/Å

Atoms and positions in Å:
C 2.05 0.19 0.00
N 0.89 -0.75 -0.10
C -0.37 -0.30 0.52
C -1.71 -0.63 -0.10
C -1.26 0.80 -0.10
H 2.39 0.12 1.03
H 2.92 -0.29 -0.55
H 1.81 1.29 -0.19
H 0.70 -0.98 -1.04
H -0.31 -0.34 1.59
H -2.52 -0.89 0.56
H -1.83 -1.02 -1.08
H -0.97 1.35 -1.06
H -1.80 1.46 0.53

[15]
Entry from the OMol25 dataset: a 2-piece molecular cluster, C4H9N overall in a non-equilibrium geometry (ωB97M-V/def2-TZVPD).

Output
Relative energy (zero: lowest compared OMol25 entry of this formula, charge and spin)   46.82 kcal/mol
Total energy   -212.476566 a.u.
SMILES string   C=NC.C=C
Strongest force on any atom   1.25 eV/Å

Atoms and positions in Å:
C 4.32 -0.29 0.69
N 3.19 -0.35 0.17
C 3.07 -0.87 -1.17
H 4.46 0.04 1.72
H 5.24 -0.69 0.24
H 3.61 -1.82 -1.21
H 3.51 -0.21 -1.93
H 2.04 -0.89 -1.49
C -4.91 0.99 0.68
C -5.80 0.59 -0.21
H -3.99 1.47 0.41
H -4.90 0.67 1.72
H -5.75 0.76 -1.27
H -6.63 -0.08 -0.02

[16]
Entry from the OMol25 dataset: a 2-piece molecular cluster, C4H9N overall in a non-equilibrium geometry (ωB97M-V/def2-TZVPD).

Output
Relative energy (zero: lowest compared OMol25 entry of this formula, charge and spin)   42.45 kcal/mol
Total energy   -212.483522 a.u.
SMILES string   C=CC.C=N
Strongest force on any atom   1.97 eV/Å

Atoms and positions in Å:
C 1.76 0.50 -0.85
C 1.29 0.47 0.40
C 0.16 1.37 0.79
H 2.45 -0.25 -1.23
H 1.50 1.27 -1.56
H 1.91 -0.12 1.07
H -0.85 0.96 0.78
H 0.12 2.20 0.09
H 0.34 1.70 1.82
C -2.05 -1.65 -0.08
N -1.49 -1.54 -1.19
H -3.11 -1.56 0.13
H -1.56 -1.68 0.91
H -0.49 -1.68 -1.09